1.
The following is a quantum chemistry calculation of a structure of composition C48H48BN4O8P2S2TeTi, from the Open Molecules 2025 dataset.

Geometry as XYZ:
```
115
C48H48BN4O8P2S2TeTi ωB97M-V with the def2-TZVPD basis set
Ti 0.88803 0.26982 -0.74470
N 4.59838 -0.35692 1.68895
C 3.36021 0.48390 1.77255
C 2.58212 0.24959 3.04898
C 1.24703 0.99612 2.93071
N 0.41464 0.38923 1.86328
C 1.49342 2.47816 2.64908
C 2.35721 2.71737 1.41318
N 1.57619 2.35245 0.21203
C 3.67129 1.94142 1.50829
H 4.34381 -1.33345 1.85630
H 5.31621 -0.06688 2.35270
H 4.98483 -0.30492 0.69711
H 2.76298 0.12363 0.95097
H 3.12472 0.62560 3.92269
H 2.40450 -0.81892 3.19683
H 0.72801 0.91538 3.89345
H -0.47362 0.89051 1.84056
H 0.16201 -0.55861 2.14182
H 1.99106 2.91668 3.51746
H 0.53845 3.00145 2.54199
H 2.60014 3.78482 1.36369
H 2.07892 2.62519 -0.63119
H 0.74135 2.93414 0.22574
H 4.25540 2.37250 2.32937
H 4.25050 2.04476 0.58963
O 0.37285 0.75722 -4.58690
S 1.22331 0.78179 -3.44487
O 0.96748 -0.43000 -2.54657
O 1.10746 1.91278 -2.51827
C 2.89921 0.76687 -4.06192
C 3.01381 1.23958 -5.36010
C 4.26924 1.42138 -5.93024
C 5.40963 1.13402 -5.20953
C 5.30489 0.64542 -3.91155
C 4.06083 0.46061 -3.33925
S 3.98801 -0.29190 -1.74571
O 3.57896 -1.65172 -1.93249
O 5.25858 -0.08411 -1.07106
O 2.93760 0.54582 -1.06083
H 2.12074 1.46631 -5.92278
H 4.34336 1.79259 -6.94267
H 6.38536 1.27857 -5.65231
H 6.18622 0.39786 -3.33754
Te -4.38339 -0.18201 -0.60668
C -5.25736 0.15099 1.29382
C -5.75980 -0.90892 2.03789
C -6.27694 -0.65636 3.30214
N -6.31187 0.55011 3.85920
C -5.85177 1.56339 3.13109
C -5.33023 1.42111 1.85320
C -2.36701 0.14233 -0.16373
P -1.47335 1.57974 -0.54521
C -1.56644 2.77866 0.85229
C -1.15139 4.10542 0.70041
C -1.16939 4.97993 1.77486
C -1.61246 4.54422 3.02012
C -2.03970 3.23577 3.17884
C -2.01300 2.35856 2.09967
C -2.35674 2.52516 -1.83183
C -3.38012 3.40159 -1.45919
C -4.16926 4.01367 -2.41864
C -3.95459 3.75385 -3.76483
C -2.95564 2.87109 -4.14311
C -2.16561 2.25746 -3.18179
P -1.20991 -1.15426 -0.14045
C -1.71123 -2.44651 -1.31784
C -2.15594 -3.69676 -0.89872
C -2.62135 -4.61956 -1.82625
C -2.64914 -4.29907 -3.17406
C -2.21298 -3.04986 -3.59653
C -1.74964 -2.12799 -2.67364
C -1.29420 -1.99566 1.50632
C -0.47258 -3.04747 1.92151
C -0.57401 -3.56432 3.20482
C -1.50671 -3.05416 4.09873
C -2.34206 -2.02624 3.69443
C -2.22826 -1.50071 2.41396
H -5.73371 -1.92102 1.65698
H -6.66999 -1.47054 3.90052
H -5.90781 2.54497 3.58992
H -4.99188 2.29228 1.30942
H -0.84805 4.46883 -0.27725
H -0.85812 6.00693 1.63886
H -1.63740 5.22935 3.85633
H -2.40507 2.89454 4.13884
H -2.36324 1.33983 2.21496
H -3.57471 3.60637 -0.41500
H -4.96015 4.68518 -2.11235
H -4.57133 4.23181 -4.51370
H -2.78670 2.65198 -5.18876
H -1.41175 1.55872 -3.50581
H -2.15111 -3.95751 0.15022
H -2.97147 -5.58636 -1.49030
H -3.01831 -5.01644 -3.89444
H -2.23592 -2.79144 -4.64666
H -1.42177 -1.15468 -3.01918
H 0.23285 -3.50865 1.24457
H 0.07025 -4.38259 3.49849
H -1.58763 -3.46460 5.09601
H -3.08845 -1.62678 4.36906
H -2.87435 -0.68999 2.11761
O 2.75714 -2.05415 0.81361
B 1.66072 -1.61918 0.03991
O 1.14299 -2.69946 -0.65525
C 1.98973 -3.75732 -0.45542
C 1.93677 -5.02216 -0.99145
C 2.92317 -5.90967 -0.56520
C 3.89338 -5.53498 0.35924
C 3.92570 -4.25018 0.90101
C 2.95332 -3.38388 0.46254
H 1.17432 -5.29920 -1.70493
H 2.93483 -6.91522 -0.96161
H 4.64079 -6.25391 0.66332
H 4.68165 -3.96020 1.61820
```

Summary:
**Net charge**: +1
**DFT total energy**: -144227.7371 eV


2.
The following is a quantum chemistry calculation of a structure of composition C48H48N9O3RbS, from the Open Molecules 2025 dataset.

Geometry as XYZ:
```
110
C48H48N9O3RbS ωB97M-V with the def2-TZVPD basis set
Rb -0.01560 0.42610 0.55920
C -5.91040 -13.16220 -2.02030
O -4.70690 -12.68910 -2.55410
C -4.32850 -11.39150 -2.25340
C -3.12130 -10.96090 -2.82060
C -2.64850 -9.69840 -2.57890
C -3.35840 -8.79910 -1.75870
C -4.57220 -9.24540 -1.20440
C -5.04760 -10.51810 -1.44770
C -2.83610 -7.48860 -1.53580
N -1.72030 -7.00200 -2.06560
C -1.60250 -5.73340 -1.60490
C -2.67720 -5.41980 -0.76050
N -3.44810 -6.55060 -0.72470
C -2.84900 -4.16550 -0.14420
C -3.90560 -3.81050 0.71190
C -3.94720 -2.54030 1.22530
C -2.93430 -1.63110 0.87300
N -1.94040 -1.94090 0.08460
C -1.85990 -3.17480 -0.41770
C -0.72530 -3.48480 -1.25000
N 0.18020 -2.51160 -1.43110
C 1.23270 -2.75010 -2.17380
C 1.46820 -3.97250 -2.80780
C 0.54810 -4.98950 -2.64690
C -0.57970 -4.76470 -1.85350
H -6.01870 -14.18270 -2.38970
H -6.77060 -12.56990 -2.35640
H -5.89370 -13.17650 -0.92310
H -2.58570 -11.65270 -3.45280
H -1.72180 -9.35240 -3.00760
H -5.16650 -8.59680 -0.57510
H -5.98730 -10.81730 -1.00450
H -4.29760 -6.67440 -0.20170
H -4.66510 -4.54460 0.95840
H -4.74650 -2.24100 1.88660
H -2.93830 -0.62500 1.26240
H 1.92360 -1.92420 -2.28920
H 2.34950 -4.10310 -3.41900
H 0.67430 -5.95070 -3.12520
N 2.13040 -2.16770 1.32780
C 2.13620 -2.16660 2.78180
C 0.73210 -1.96630 3.33470
C 0.33750 -0.44420 3.32840
O 1.22690 0.34460 3.67990
O -0.83160 -0.17290 3.01590
H 1.71990 -3.02710 0.97490
H 3.07630 -2.09930 0.96890
H 2.74070 -1.31900 3.11820
H 2.58160 -3.09720 3.19530
H 0.69930 -2.29420 4.37790
H -0.00260 -2.53800 2.76400
C 6.61260 0.27680 0.83940
C 6.58490 0.83610 -0.43070
C 5.40880 1.30400 -0.96990
C 4.18770 1.23310 -0.25210
C 4.23880 0.62460 1.02340
C 5.42220 0.17150 1.55250
N 2.99410 1.60640 -0.73690
C 2.84010 2.54750 -1.68210
C 1.68620 2.50690 -2.49740
C 1.45620 3.45650 -3.46220
C 2.34660 4.50500 -3.66190
C 3.45550 4.60490 -2.83170
C 3.70180 3.65810 -1.86340
H 7.54520 -0.07570 1.26330
H 7.50380 0.90900 -1.00840
H 5.40570 1.71420 -1.97230
H 3.31740 0.53180 1.57870
H 5.43460 -0.26720 2.54390
H 0.98180 1.70060 -2.34350
H 0.56290 3.39240 -4.07270
H 2.16770 5.24350 -4.43520
H 4.13210 5.44820 -2.93920
H 4.54910 3.77860 -1.19920
C -4.00400 3.37530 -3.69600
C -3.68050 3.69540 -2.23110
C -2.75400 4.91690 -2.16570
C -4.98230 3.99960 -1.47580
C -2.99350 2.54590 -1.60740
C -2.38000 1.63680 -1.09180
H -4.47370 4.22970 -4.18970
H -4.67900 2.52300 -3.75660
H -3.09170 3.12140 -4.23130
H -3.22610 5.79520 -2.61430
H -1.82550 4.70760 -2.69290
H -2.50540 5.14530 -1.13020
H -5.48930 4.86900 -1.90220
H -4.77250 4.20510 -0.42680
H -5.65540 3.14470 -1.52880
N -1.62160 -1.24830 -3.80300
N -0.43990 -0.45660 -3.99130
H -2.02530 -1.08930 -2.87470
H -1.32670 -2.22220 -3.84740
H 0.14570 -0.47770 -3.15380
H -0.74780 0.50680 -4.10220
S -2.54480 4.53000 2.86780
C -1.98860 3.47180 1.56840
N -0.79980 3.05270 1.67840
C -0.18490 3.48310 2.81400
C 1.09790 3.14320 3.22690
C 1.56510 3.66600 4.41420
C 0.78710 4.53550 5.17500
C -0.49240 4.88350 4.78290
C -0.98240 4.33480 3.61130
H -2.62600 3.21700 0.73800
H 1.68400 2.46700 2.62920
H 2.54810 3.38190 4.75680
H 1.19000 4.94680 6.09190
H -1.09540 5.55900 5.37190
```

Summary:
**Net charge**: -2
**DFT total energy**: -81599.6655 eV